134
Properties=species:S:1:pos:R:3:forces:R:3 method="wB97M-V/def2-TZVPD" homo_lumo_gap_ev="8.42 / 3.25" charge=+1 total_energy_ha=-6068.23605 multiplicity=2 lumo_energy_ha="-0.1227 / -0.3129"
C -3.156781 0.406345 -2.816457 0.19 0.81 -0.05
C -2.141190 -0.644009 -3.247261 -1.45 1.15 3.12
O -1.760118 -1.436845 -2.395547 0.61 -0.70 -0.79
N -1.755067 -0.496065 -4.483624 1.26 -0.34 -3.12
C -1.054762 -1.446989 -5.344125 0.60 -0.06 0.07
H -4.126583 -0.048179 -2.613964 0.13 0.01 0.09
H -3.277173 1.231387 -3.518527 -0.28 -0.27 -0.47
H -2.791665 0.947974 -1.943855 -0.10 -0.53 0.43
H -2.080936 0.306273 -5.003398 -0.28 -0.19 0.43
H 0.007147 -1.235918 -5.470133 0.16 0.39 0.21
H -1.478258 -1.355640 -6.344327 -0.17 -0.39 0.12
H -1.068651 -2.469167 -4.965914 -0.56 0.13 0.03
C 5.093585 1.323748 -2.838910 -0.18 0.17 -0.15
C 4.455387 2.083404 -1.681919 -0.04 -0.72 -0.95
O 3.867456 3.175026 -1.835915 0.52 -0.66 0.45
N 4.434445 1.473208 -0.467313 -1.35 1.25 -0.15
C 3.895944 2.135247 0.742861 0.96 -0.29 -0.40
H 6.065175 1.742455 -3.101202 0.02 0.20 0.25
H 4.487339 1.397629 -3.741745 -0.19 0.24 0.11
H 5.234130 0.259106 -2.652135 0.02 0.08 0.43
H 4.531144 0.468052 -0.487873 0.05 -0.71 0.15
H 3.514047 1.419474 1.470822 -0.10 -0.08 -0.38
H 3.197128 2.937945 0.507383 0.09 -0.28 -0.01
H 4.834112 2.533612 1.129180 -0.11 0.50 0.63
C -3.954360 -1.551236 2.027606 -0.12 -0.59 -0.65
O -5.240589 -0.971208 2.051417 -1.85 1.90 1.63
P -6.123039 -0.493349 3.373925 0.73 0.98 -2.75
O -7.510092 -0.161206 3.002161 0.99 -0.51 0.36
O -5.320175 0.847816 3.925288 -0.26 -2.74 1.10
C -4.946985 1.788890 2.959996 -0.41 1.01 -1.49
O -5.876490 -1.723683 4.322316 -0.53 0.77 0.95
C -6.793434 -2.843080 4.327643 0.56 -1.55 0.15
H -3.240757 -0.927054 1.489761 -0.11 0.25 0.09
H -4.184619 -2.408380 1.394860 0.95 -0.50 0.27
H -3.521001 -1.815445 2.992228 -0.33 -0.10 0.04
H -5.851418 2.077849 2.424633 0.06 0.13 -0.29
H -4.213337 1.424908 2.240700 0.02 -0.33 0.05
H -4.533637 2.711387 3.367727 -0.06 -0.33 0.62
H -6.220697 -3.672118 3.911987 -0.05 0.05 -0.39
H -7.742584 -2.782422 3.795170 0.29 0.88 -0.13
H -6.995768 -3.207389 5.334831 0.04 0.80 0.26
C 3.156945 0.145436 -8.169900 -1.18 -0.32 -1.37
O 3.569930 -1.067766 -7.481663 0.91 1.58 1.85
P 4.300737 -0.796433 -6.028859 0.60 -0.89 -0.56
O 5.178233 -1.905837 -5.561362 -1.27 1.21 -0.44
O 3.046200 -0.459415 -5.035717 0.72 0.20 -0.75
C 2.801314 -1.255521 -3.844557 0.80 -0.26 -0.05
O 5.120361 0.617787 -6.216522 -2.76 -1.60 1.14
C 6.429491 0.704629 -6.682075 1.47 0.60 -1.46
H 2.914622 1.016501 -7.561116 0.66 -0.18 0.29
H 2.228201 -0.038453 -8.710018 -0.33 -0.63 0.44
H 3.782683 0.356270 -9.037138 0.81 0.22 0.63
H 3.510468 -0.936760 -3.080633 -0.12 -0.22 0.09
H 2.948981 -2.315401 -4.051801 0.13 0.09 -0.06
H 1.792652 -1.145924 -3.446183 -0.07 0.49 -0.56
H 6.425292 1.378831 -7.538544 -0.10 0.50 0.20
H 6.885787 -0.165572 -7.153914 -0.37 -0.66 0.74
H 7.082875 1.121734 -5.915775 -0.05 -0.20 0.03
C -2.466767 3.881891 -2.754026 -0.66 0.11 0.04
O -3.721904 3.742932 -2.006425 0.60 0.06 -0.50
P -4.323694 4.819553 -0.963139 -0.79 -0.86 0.92
O -4.223025 6.231664 -1.333390 0.26 -0.63 0.05
O -3.639562 4.383107 0.440972 -2.46 0.07 -1.40
C -2.287631 4.468718 0.686067 1.18 0.09 1.12
O -5.842666 4.319707 -0.702688 1.69 1.05 -0.03
C -6.210828 2.952727 -0.673532 0.12 -0.89 -0.87
H -1.826394 3.009132 -2.626321 -0.04 0.08 0.92
H -1.968208 4.818423 -2.504135 0.03 -0.17 0.01
H -2.630038 3.838382 -3.830846 -0.69 0.49 0.01
H -1.877657 3.469692 0.834302 0.21 -0.10 -0.47
H -2.202827 4.929354 1.670305 0.35 0.35 -0.09
H -1.752198 5.051530 -0.063428 0.15 -0.05 0.05
H -5.347981 2.304942 -0.518737 0.03 0.00 0.10
H -6.620709 2.744852 -1.661908 -0.06 -0.31 0.03
H -6.972521 2.693347 0.061753 0.11 0.65 0.20
C 3.786432 -5.334783 0.519053 0.70 -1.77 1.54
O 3.319249 -4.240112 -0.217028 0.69 3.40 -0.37
P 4.116040 -2.796146 -0.040704 0.45 -2.21 -0.83
O 3.393710 -1.571703 -0.463086 0.07 -0.35 0.39
O 4.567753 -2.846620 1.498280 -0.75 -1.84 -2.13
C 5.002760 -1.731905 2.134724 0.72 3.22 1.42
O 5.492609 -2.980965 -0.891585 -1.42 0.02 0.81
C 5.412038 -3.451815 -2.255404 0.87 -0.92 -0.81
H 4.779452 -5.195401 0.946355 0.03 0.27 -0.11
H 3.852822 -6.271888 -0.033684 -0.25 0.40 -0.72
H 3.125356 -5.559318 1.356117 -0.17 0.32 0.01
H 5.366292 -0.950382 1.467514 0.25 -0.07 -0.43
H 5.809050 -1.874995 2.854114 -0.03 -0.73 -0.18
H 4.208936 -1.225263 2.683593 -0.32 -0.29 0.14
H 4.516304 -4.010059 -2.527683 -0.43 0.53 0.41
H 6.188132 -4.201439 -2.409829 0.24 0.02 0.48
H 5.659394 -2.701688 -3.006552 -0.46 0.46 0.34
C -2.503669 0.262865 5.204741 -0.05 -0.96 1.38
O -1.744147 0.963902 4.211319 -0.73 -0.37 -0.44
P -1.134543 2.360549 4.629895 0.99 0.47 0.34
O -0.191761 2.187869 5.779965 -1.40 0.88 -1.34
O -0.420267 2.837400 3.231664 -2.45 -0.40 1.58
C 0.875248 2.485006 2.835009 0.97 1.02 0.13
O -2.433684 3.379141 4.751290 4.54 -0.33 -2.80
C -3.253234 3.394384 5.836437 -1.69 -1.58 2.04
H -2.631312 -0.802237 5.011440 0.02 0.29 -1.12
H -3.492950 0.668774 5.416055 0.25 0.31 -0.36
H -1.938646 0.183017 6.133432 0.15 0.71 0.17
H 1.411713 3.433357 2.865484 0.48 -0.02 -0.01
H 0.896954 2.173907 1.790573 -0.39 -0.36 0.12
H 1.407290 1.801040 3.496236 -0.33 -0.25 0.09
H -4.116134 2.833493 5.477398 -0.69 0.39 0.66
H -3.520468 4.365544 6.253002 0.23 0.20 -0.61
H -2.836895 2.804061 6.652697 0.08 0.09 0.26
C 1.323223 -1.840698 2.737567 1.41 1.81 0.82
O 1.004085 -3.110313 3.230552 -1.46 -1.15 -0.12
P -0.543841 -3.490701 3.466968 -2.85 -0.48 1.25
O -0.900588 -4.872295 3.906256 1.58 1.69 -1.17
O -1.109587 -2.446894 4.616982 0.38 -0.10 -1.51
C -0.379335 -2.355573 5.858501 1.59 -0.70 -0.91
O -1.330299 -2.980971 2.106656 1.28 -0.45 2.04
C -0.881503 -3.603065 0.895337 0.31 -0.27 -0.38
H 2.074003 -1.482630 3.441992 0.51 0.05 -0.15
H 0.606425 -1.024751 2.829913 -0.95 -0.57 -0.21
H 1.767465 -1.818581 1.742447 -0.25 -0.53 -0.13
H 0.615405 -1.988621 5.605642 0.12 0.45 0.14
H -0.159130 -3.364412 6.207569 -0.61 0.00 0.53
H -0.794474 -1.676615 6.603323 -0.55 -0.36 -0.42
H -0.345905 -2.851413 0.315461 -0.45 0.01 -0.30
H -1.729234 -4.059748 0.384554 -0.05 0.52 -0.10
H -0.170719 -4.420162 1.018729 0.06 -0.08 0.58
Cl -1.088497 0.671026 0.434039 -0.31 -0.54 0.52
C 0.408486 0.043357 -0.240565 0.46 0.78 -1.68
C 0.734233 0.927156 -1.467185 0.24 0.07 0.69
Cl 0.738558 2.644979 -1.012397 0.20 0.86 0.07
H 0.296785 -0.956561 -0.659824 -0.24 -0.12 0.45
H 1.226526 0.098757 0.477657 -0.22 -0.11 0.09
H -0.011802 0.832238 -2.256184 0.23 -0.27 0.03
H 1.762861 0.822489 -1.812222 -0.21 -0.76 -0.28